DFT (ωB97M-V/def2-TZVPD) results for a 2-piece molecular cluster, C32H55FN3O6P2 overall.

Summary:
- electronic energy (eV) = -72121.4244
- HOMO (eV) = -12.6
- HOMO-LUMO gap (eV) = 8.03

The geometry in ORCA input format:
```
! RIJCOSX wB97M-V def2-TZVPD def2/J DEFGRID3
* xyz 1 1
C -2.714 1.364 0.220
H 8.135 0.397 0.595
C 2.283 0.154 -0.501
H -5.832 -1.148 3.593
H 0.475 3.645 -0.039
H -1.734 1.120 -4.326
C -2.023 0.949 -2.205
C -4.429 -0.539 2.113
H 4.438 -0.841 -0.799
H -4.340 -3.076 3.147
C -2.531 0.894 -3.633
H -5.827 0.991 1.643
C -3.172 -0.398 -4.120
H 2.629 6.765 -0.183
H -1.776 -2.396 -2.760
C 2.834 2.795 -1.696
C 0.644 -3.030 1.514
C 2.588 1.379 0.109
C -4.217 -1.016 -3.214
H 1.513 0.757 3.237
C 4.077 -2.425 -2.129
H -4.735 -0.185 -2.754
H 1.412 -1.648 -0.141
O -0.681 6.503 -0.050
H 5.115 0.841 1.537
C 2.665 -0.271 -1.867
H 1.381 -3.049 0.720
N 2.403 3.187 -2.653
C -2.625 -2.939 -2.381
C 1.711 0.602 2.196
C 7.779 -0.116 1.490
H 8.639 -0.584 1.969
H 5.445 2.280 2.501
H -4.635 -2.627 -1.917
H -0.081 -4.076 -0.915
H 0.698 7.923 1.715
O 3.334 2.329 -0.600
C -3.913 1.741 1.093
H -0.270 -1.428 2.616
H 3.085 -2.861 -2.068
H -3.256 1.687 -3.747
H -1.835 1.907 0.550
H 1.931 -0.984 -2.204
F 4.537 -2.648 -3.407
H -3.754 -1.167 1.545
C 1.361 -0.609 1.605
C -5.585 -1.425 2.578
H 1.279 -1.877 3.232
H 6.177 2.110 0.905
C -5.232 -2.887 2.568
C 4.059 -0.949 -1.806
C 7.089 0.872 2.442
H 6.773 0.344 3.342
C -2.182 -3.689 -1.099
H -5.143 0.223 0.257
C -0.759 -3.279 0.944
O 2.261 4.011 1.568
O 1.821 6.412 -0.578
H -2.211 -4.749 -1.288
H -6.434 -1.246 1.936
C -3.785 -1.986 -2.104
H -2.779 2.725 -1.379
H -1.113 1.526 -2.213
H -4.956 -1.514 -3.822
H 4.714 -2.956 -1.438
H -3.916 -0.126 2.972
C -0.801 -3.345 -0.562
H -1.763 -0.030 -1.826
N 1.647 -0.759 0.289
C -2.951 1.667 -1.247
H -4.423 2.562 0.607
H -5.109 -3.258 1.561
N 6.118 -1.957 0.722
H -6.026 -3.470 3.011
O 1.125 7.051 1.724
H 2.632 0.545 -2.567
H -1.184 -4.175 1.366
P 0.594 4.227 1.244
H -1.387 -2.446 1.224
H 7.822 1.617 2.750
H -2.914 -3.489 -0.328
H -3.605 -1.467 -1.169
C 6.864 -1.168 1.071
H -2.523 0.301 0.316
H 0.926 -3.844 2.159
H -3.981 1.441 -1.486
C 0.723 -1.735 2.318
H -0.487 -2.382 -0.958
H -2.417 -1.117 -4.405
O 3.157 2.826 3.204
P 0.660 6.240 0.464
H -3.574 2.057 2.069
C 2.621 2.879 2.161
H 4.746 -0.445 -2.465
H -2.917 -3.677 -3.112
C 2.295 1.610 1.438
H -3.670 -0.125 -5.039
C 5.888 1.567 1.807
C -4.899 0.610 1.241
*
```

---

DFT (ωB97M-V/def2-TZVPD) results for a 7-piece molecular cluster, C32H55N7 overall.

Summary:
- SMILES = c1cc[nH]c1.c1cc[nH]c1.c1cc[nH]c1.c1cc[nH]c1.c1cc[nH]c1.CCN(CC)CC.CCN(CC)CC
- electronic energy (eV) = -44503.9902
- energy above the lowest of the compared OMol25 structures with the same formula, charge and spin (eV) = 0.587
- HOMO (eV) = -7.7
- HOMO-LUMO gap (eV) = 8.44

The geometry in ORCA input format:
```
! RIJCOSX wB97M-V def2-TZVPD def2/J DEFGRID3
* xyz 0 1
C -2.800 -1.450 4.361
H -6.519 -2.779 0.712
H 3.056 0.091 1.505
C 2.484 -2.554 -0.808
H -3.990 -0.201 -3.127
C 3.353 2.416 -1.769
H 0.726 -1.486 -0.104
H 1.181 -1.165 3.070
C -3.042 1.775 -2.922
H 1.855 1.139 -0.355
H -5.093 3.521 -4.844
H -7.766 -2.431 -1.473
H -7.642 -4.017 -1.111
H -6.415 -3.352 -2.273
C 6.464 5.238 1.107
C 1.980 0.084 1.458
C -4.025 -3.732 0.989
H 6.017 6.045 0.525
H -2.838 3.927 -3.550
C -6.979 -3.179 -1.359
H -2.969 -2.735 -0.640
C 0.387 -3.239 -1.206
H 3.220 -1.940 -0.316
N 1.150 -2.231 -0.641
H -0.718 0.934 -0.149
H -2.939 -3.128 5.824
N -4.920 1.524 -4.084
C -3.971 0.853 -3.348
H -2.132 1.586 -2.376
C -5.748 -5.310 0.348
C -3.734 -0.875 3.556
H -3.369 -4.597 1.084
H -5.635 -7.366 0.423
C 0.998 -0.500 2.240
C 2.127 2.238 -2.328
C 1.904 3.833 -0.831
C 6.609 3.865 -0.945
C -3.094 -2.629 0.436
C 0.006 0.565 0.561
H 1.641 4.698 -0.241
H -4.365 -3.397 1.979
H -0.676 -3.221 -1.036
H -4.266 -6.601 1.206
H -1.750 -1.196 4.351
H 8.114 6.485 1.799
H 6.084 0.667 1.402
H 1.806 1.403 -2.941
H -5.620 -2.998 5.074
C 5.787 1.567 0.861
N -5.039 -4.084 0.022
H 4.705 1.684 0.985
C 5.988 4.835 -1.964
C -3.421 -2.391 5.206
C -3.364 2.984 -3.523
H 4.209 1.762 -1.797
N 1.344 0.728 0.415
H 6.282 2.909 -1.364
H -5.457 -2.048 -0.418
N -4.957 -1.419 3.899
H 7.579 2.666 1.144
C 6.497 2.829 1.260
H -3.674 -0.115 2.795
C 2.533 -3.613 -1.677
H 5.949 5.194 2.069
C -4.882 -6.584 0.304
H -5.713 1.092 -4.517
H 0.171 3.236 -2.070
N 6.145 3.980 0.418
N 3.187 3.353 -0.741
C 1.241 -4.087 -1.867
C -0.245 -0.053 1.775
H -5.820 -1.124 3.486
H -6.582 -5.508 -0.327
C 1.200 3.117 -1.777
H 3.928 3.697 -0.142
H -2.111 -2.709 0.905
H 0.997 -5.024 -2.342
H 5.092 4.434 -2.434
H 5.913 1.270 -0.185
C 7.950 5.511 1.341
H 6.706 4.893 -2.784
H -1.206 -0.326 2.179
H 8.490 4.693 1.808
C -4.742 -2.436 4.790
C -5.973 -2.992 -0.225
C -4.528 2.830 -4.243
H 3.445 -3.998 -2.108
H -4.214 -6.715 -0.541
H -6.243 -5.252 1.332
H 8.400 5.629 0.346
H 5.787 5.801 -1.503
H -3.461 -1.635 0.698
H 6.259 2.991 2.311
H 7.703 3.849 -1.037
*
```

---

DFT (ωB97M-V/def2-TZVPD) results for C32H57AsN3O6PS3Si3Ti as an isolated structure.

Summary:
- electronic energy (eV) = -200256.3479
- energy above the lowest of the compared OMol25 structures with the same formula, charge and spin (eV) = 0.000
- HOMO (spin up / spin down) (eV) = -0.7 / -2.4
- HOMO-LUMO gap (spin up / spin down) (eV) = 4.87 / 6.61

The geometry in ORCA input format:
```
! RIJCOSX wB97M-V def2-TZVPD def2/J DEFGRID3
* xyz -2 3
H 0.186 4.229 4.330
H 0.955 3.232 3.081
H 3.352 3.267 -0.071
H 5.328 -3.336 0.050
O 3.139 -5.904 0.436
H 2.356 2.224 0.950
C -4.300 3.600 -0.849
H 1.621 3.160 -3.171
N -0.247 0.281 2.693
Si 0.994 3.464 -0.762
C -2.391 -2.575 -0.974
H 5.128 -6.472 2.030
C 2.119 -0.049 2.385
H -0.489 7.267 1.836
H -0.951 -3.154 3.200
C -2.250 -1.707 -2.047
H 0.136 -4.665 4.887
H -2.935 6.024 -0.278
H 0.615 1.834 -2.630
H -2.693 4.855 3.743
H 1.019 6.469 2.263
C 1.579 -0.646 -0.214
S 0.553 -6.966 1.067
H 1.490 -3.173 3.462
C -2.282 5.668 -1.076
C 1.870 -1.477 -4.473
H -3.190 -0.849 -3.766
C -3.609 -3.209 -0.739
H 4.399 -4.961 2.588
C 1.431 2.491 -2.328
H -4.703 2.613 -1.040
H 1.732 -5.369 4.549
C 0.006 3.655 3.416
C -4.672 -2.997 -1.592
H 0.538 5.507 -2.177
H 1.173 0.098 -3.223
C 0.798 -0.024 1.886
O -3.258 0.742 -0.756
C 4.309 -3.731 0.085
H 6.016 -4.943 1.851
S 1.020 -4.145 -0.732
N -1.019 -0.974 -2.225
O -4.938 -0.387 0.639
C -3.323 -1.518 -2.923
H 1.312 -0.985 -1.204
H -0.866 -4.422 1.965
C 2.886 -0.669 0.192
H 0.336 -4.450 -4.882
H -4.510 3.847 0.190
H -0.174 -2.844 1.632
Si -2.471 3.785 -1.216
H 2.744 -0.914 -4.783
H -1.400 3.986 -3.459
O 1.944 -4.516 2.060
H 2.345 -3.214 -5.656
H -1.525 -2.797 -0.357
H 3.654 -0.973 -0.502
O -3.824 1.608 1.482
H -0.099 0.185 3.682
H -1.191 0.079 2.359
H -1.215 -3.455 -3.306
H -3.112 5.784 2.294
C 0.521 -3.439 -4.538
C -2.642 4.866 2.650
C -0.329 -3.584 2.412
C 1.166 5.265 -1.321
C 3.151 -0.354 1.530
C 0.777 -5.082 4.106
H -2.623 6.120 -2.013
Si -0.832 4.751 2.107
N 0.554 -0.278 0.587
O -2.496 -0.421 1.080
H 3.736 -3.174 0.822
H 3.828 -3.586 -0.880
As -0.963 2.646 0.210
P 1.631 -5.365 0.696
C 4.381 -5.199 0.455
Ti -1.308 0.065 -0.481
H -4.800 4.331 -1.498
C 0.984 -0.899 -3.582
H -0.214 6.734 3.502
H 2.213 5.354 -1.628
H -1.771 2.291 -3.124
H -3.064 3.392 -3.594
C -0.372 -2.873 -3.646
H -3.705 -3.867 0.116
H 2.400 3.955 1.256
C 2.402 3.199 0.469
H 2.318 1.872 -2.176
H -3.225 4.020 2.284
C -0.055 6.477 2.449
H -1.286 6.039 -0.862
H -5.626 -3.471 -1.399
S -3.753 0.426 0.659
H 4.984 -5.714 -0.305
H 0.972 5.996 -0.538
H 4.168 -0.371 1.903
H 2.282 0.181 3.429
C -4.523 -2.156 -2.697
C -2.139 3.313 -3.016
C -0.161 -1.582 -3.139
H -5.361 -1.988 -3.364
C 5.027 -5.407 1.818
H -0.638 2.806 3.650
H 0.313 -5.976 3.692
C 1.648 -2.755 -4.966
C 0.986 -4.042 3.014
*
```

---

DFT (ωB97M-V/def2-TZVPD) results for a 3-piece molecular cluster, C32H57BF7N5O10P overall.

Summary:
- electronic energy (eV) = -91017.1921
- HOMO (eV) = -11.4
- HOMO-LUMO gap (eV) = 9.42

The geometry in ORCA input format:
```
! RIJCOSX wB97M-V def2-TZVPD def2/J DEFGRID3
* xyz 1 1
H 3.733 3.636 7.576
C -1.259 0.363 0.999
H -4.247 -2.818 -5.605
H 3.285 4.918 9.695
H 3.130 -0.310 5.017
H 5.720 -1.347 3.757
O 1.674 -2.183 -2.583
H -5.093 -1.048 0.472
H 0.368 -5.087 -4.504
C -0.226 0.769 -2.231
C 4.392 1.291 8.272
H -1.758 -0.526 -3.868
C -3.697 -1.234 -4.332
N 0.575 2.203 -5.731
C -5.509 -0.564 -1.853
F 6.144 0.081 9.340
H -0.980 2.258 3.797
H -1.462 -2.591 0.277
N -0.724 -0.306 -1.261
H 1.561 -4.760 -3.264
B 0.329 -2.431 -2.597
C -0.704 -2.733 -0.478
C -3.600 -1.690 1.842
C -3.295 -0.554 -0.563
C -0.175 2.841 -6.732
H -7.173 -1.878 -2.517
H 4.274 -1.420 5.775
H 5.491 0.283 4.370
H -0.203 0.319 -6.249
H 2.953 3.198 9.928
H -2.729 -2.302 1.634
C -0.011 0.898 -5.343
H -1.847 -2.146 -4.391
H 0.792 -4.768 0.108
H 1.407 1.658 -3.177
F 6.005 -0.040 7.179
H 0.588 3.421 -8.636
H 1.890 0.179 -2.502
C -0.831 -1.756 -1.690
O 3.732 1.775 3.380
H 2.167 -4.064 0.597
C 1.060 0.631 -3.035
P -2.261 2.087 -0.832
C 0.574 3.798 -7.619
C -4.083 -0.743 0.730
N -3.224 -1.802 -1.325
C 4.979 -0.571 3.931
C -6.413 -1.301 -2.037
H -0.883 -3.718 -0.906
C -1.003 2.291 2.713
O 5.126 2.369 8.460
H 0.069 -0.407 -0.621
O 4.465 -0.220 2.622
O -0.081 -3.470 -3.358
F 2.571 2.198 0.988
C -2.199 -2.058 -2.318
H -4.396 -2.370 2.137
H -4.242 0.250 1.145
F 4.467 1.443 0.281
H 0.017 1.581 -1.554
H -4.888 1.037 -0.825
H 5.199 4.374 8.210
O -2.473 2.410 -2.243
C -4.540 -2.442 -4.625
H -3.579 3.484 -0.020
H -0.281 0.839 0.831
F 4.566 -1.066 8.423
C 5.292 0.043 8.316
O -1.360 2.662 -6.854
C 0.665 -2.762 0.202
H 3.355 -1.921 4.347
H 0.017 4.730 -7.604
C 3.871 -1.086 4.822
C 4.430 3.634 8.413
H 0.487 -2.714 1.279
H -1.449 3.246 2.452
C -2.333 -1.436 -3.717
C -1.875 1.132 2.162
H 0.758 -0.959 -4.559
H 1.469 -3.751 -4.739
H -2.884 1.504 2.055
H -4.428 -3.207 -3.861
C 3.736 3.927 9.725
H -0.357 2.635 0.183
H 4.448 3.889 10.549
H -0.991 1.074 -4.910
C 3.429 1.181 1.072
H 1.945 0.251 -4.899
H -1.937 0.430 2.990
H -1.020 1.052 -2.902
O 3.218 1.239 8.058
H 1.265 -1.867 0.013
O -1.108 3.049 -0.255
H 1.577 3.991 -7.249
H -3.971 0.693 -2.341
N -4.136 -0.100 -4.702
H -5.566 -2.105 -4.701
H 0.022 2.252 2.349
C -1.903 0.272 -0.426
C -4.399 0.286 -1.433
F 2.799 0.093 0.579
N 1.419 -3.996 -0.082
O -3.495 2.522 0.071
H -2.234 -3.132 -2.463
H -3.464 0.644 -4.507
H -3.372 -1.136 2.749
C 3.885 0.958 2.525
F -0.893 -0.905 1.444
H -3.468 -2.595 -0.759
H 1.476 2.001 -6.158
C 0.950 0.107 -4.474
C 0.901 -4.292 -3.988
H 1.997 -1.689 -1.830
*
```

---

Among the records above, which one has the lowest electronic energy? C32H57AsN3O6PS3Si3Ti